Entry 1:
This record from the Open Molecules 2025 dataset describes a cluster of 5 separate species, C30H76N5O8 in total in a non-equilibrium geometry. The level of theory is ωB97M-V/def2-TZVPD.

Charge = +3
Lowest unoccupied orbital energy = -5.146 eV
M = 635.0 g mol⁻¹
Multiplicity = 1
Strongest force on any atom = 0.0620 Eh/bohr
HOMO level = -14.0 eV
Energy = -2063.16716 hartree

```
119
Properties=species:S:1:pos:R:3:lowdin_charge:R:1
C 2.83982 6.89317 -4.89340 -0.08
O 1.48287 6.86856 -4.53309 -0.19
C 0.85903 7.83232 -5.32837 -0.25
C -0.48458 8.08011 -4.81624 -0.09
N -1.19637 6.74843 -4.76016 0.05
H -2.14601 7.07612 -4.92403 0.17
H -0.99845 6.24051 -5.58395 0.16
C -1.08564 6.01067 -3.46473 -0.08
C -1.92971 4.75542 -3.42119 -0.23
O -3.13874 5.03016 -4.01548 -0.20
C -4.32463 4.42876 -3.53923 -0.04
H 3.05747 6.45129 -5.88142 0.11
H 3.34749 6.27362 -4.15324 0.10
H 3.17025 7.93655 -4.78297 0.10
H 0.79734 7.44091 -6.37092 0.16
H 1.35650 8.82724 -5.33542 0.15
H -1.07837 8.69203 -5.51610 0.16
H -0.59963 8.47405 -3.79483 0.15
H -1.51303 6.76572 -2.81046 0.14
H -0.01675 5.97079 -3.31412 0.13
H -1.97570 4.54795 -2.33517 0.14
H -1.38844 3.90510 -3.90977 0.15
H -4.27047 4.48976 -2.46217 0.09
H -4.28582 3.40663 -3.83259 0.08
H -5.16232 5.01236 -3.94547 0.11
C 3.62369 0.90768 2.85019 -0.04
C 3.94986 -0.59626 2.83260 -0.18
N 4.71493 -1.15488 1.67870 -0.26
C 4.89352 -2.60289 2.04312 0.04
C 3.85094 -1.04982 0.36673 -0.14
C 4.36228 -1.94885 -0.70275 -0.06
C 5.98783 -0.43581 1.41142 -0.11
C 7.01749 -0.56589 2.50414 -0.20
O 6.50678 -0.19780 3.79531 -0.21
C 7.62579 0.18045 4.71222 -0.02
H 4.31688 1.47915 2.27027 0.06
H 3.76399 1.32380 3.80419 0.06
H 2.56589 1.18539 2.52404 0.10
H 3.00587 -1.20214 2.95295 0.15
H 4.54253 -0.86989 3.71924 0.12
H 3.97879 -3.08207 2.01107 0.10
H 5.37813 -2.63670 2.98200 0.10
H 5.56344 -3.01759 1.30167 0.11
H 3.74361 0.04641 0.19393 0.15
H 2.86804 -1.34593 0.72488 0.10
H 5.42394 -1.78300 -0.91650 0.09
H 3.71235 -1.99336 -1.57592 0.10
H 4.25561 -2.97623 -0.40442 0.07
H 5.85997 0.57231 1.10400 0.13
H 6.42955 -0.93073 0.53628 0.13
H 7.83220 0.03269 2.04958 0.15
H 7.42905 -1.56544 2.58925 0.13
H 7.28018 0.37364 5.70603 0.08
H 8.17208 1.04354 4.32665 0.09
H 8.44276 -0.56991 4.73886 0.10
C -4.57485 0.85754 3.29201 -0.06
C -3.20364 0.24159 3.20856 -0.13
N -2.25567 1.00490 4.12728 -0.27
C -0.93325 0.37440 4.12074 -0.03
C -2.12181 2.52336 3.77335 -0.12
C -1.55884 2.80699 2.36622 -0.03
C -2.74709 1.02250 5.59253 -0.07
C -3.28517 -0.34508 6.14938 -0.22
O -2.19744 -1.20772 6.18073 -0.22
C -2.51926 -2.48389 6.78049 -0.04
H -4.91109 1.20283 4.25043 0.07
H -5.38304 0.23843 2.94273 0.09
H -4.59603 1.63527 2.52469 0.09
H -2.76140 0.30786 2.25814 0.08
H -3.19428 -0.77034 3.67010 0.14
H -0.48305 0.54196 3.14640 0.06
H -1.08908 -0.71105 4.34531 0.12
H -0.31298 0.76466 5.01375 0.14
H -1.45550 2.94917 4.51054 0.13
H -3.12606 2.89894 3.92445 0.11
H -1.44241 3.86726 2.21010 0.09
H -2.29045 2.44807 1.68468 0.06
H -0.67761 2.23895 2.16537 0.06
H -3.53906 1.80651 5.58538 0.13
H -1.89546 1.45189 6.15342 0.14
H -4.19548 -0.79420 5.59848 0.15
H -3.67458 -0.04331 7.16264 0.15
H -3.09509 -2.40517 7.72743 0.12
H -1.58346 -2.96308 6.81694 0.08
H -3.04908 -3.02562 6.02617 0.08
C -4.12091 -2.92281 -2.31006 -0.01
C -3.56242 -4.18586 -3.06887 -0.12
N -2.06567 -4.18483 -3.31644 -0.25
C -1.74739 -2.89346 -4.13479 0.06
C -1.45598 -4.17585 -1.95763 -0.21
C 0.01725 -4.17279 -1.86229 -0.06
C -1.76020 -5.36385 -4.13320 -0.12
C -2.07419 -6.74792 -3.64862 -0.24
O -1.21550 -7.14235 -2.62158 -0.19
C -1.15149 -8.57410 -2.40713 -0.06
H -3.61686 -2.73270 -1.41477 0.04
H -5.14385 -3.09055 -2.04808 0.08
H -3.95652 -2.04253 -2.96406 0.09
H -3.96153 -4.31210 -4.05473 0.13
H -3.68252 -5.05441 -2.43534 0.12
H -0.74494 -2.91002 -4.48789 0.09
H -1.74076 -2.09723 -3.47042 0.07
H -2.35573 -2.79865 -5.06929 0.14
H -1.79146 -5.14161 -1.57027 0.13
H -1.87295 -3.39332 -1.36456 0.09
H 0.35661 -4.23120 -0.80579 0.10
H 0.40326 -3.14742 -2.20643 0.10
H 0.50864 -5.00301 -2.42199 0.09
H -0.71155 -5.36401 -4.41405 0.15
H -2.39417 -5.35207 -5.03561 0.15
H -2.03530 -7.48287 -4.50977 0.16
H -3.09577 -6.84569 -3.43310 0.11
H -0.87502 -8.76372 -1.36382 0.09
H -0.42247 -9.09612 -3.05144 0.10
H -2.12775 -9.06491 -2.50079 0.09
N -0.47712 -0.74917 0.07471 -0.58
O -1.29051 -1.18936 -0.73471 -0.03
O 0.74702 -0.56136 -0.20660 -0.07
O -0.84414 -0.42382 1.23574 -0.08
```

***

Entry 2:
This record from the Open Molecules 2025 dataset describes a structure of composition CLaNO4S2 in a non-equilibrium geometry. The level of theory is ωB97M-V/def2-TZVPD.

Charge = 0
Lowest unoccupied orbital energy = -1.684 eV
M = 293.1 g mol⁻¹
Multiplicity = 1
Strongest force on any atom = 0.0659 Eh/bohr
HOMO level = -7.7 eV
Energy = -1221.77147 hartree

```
9
Properties=species:S:1:pos:R:3:lowdin_charge:R:1
O 2.39628 -1.33346 -1.24200 -0.01
C 2.13025 -2.47861 -1.06336 -0.33
O 2.31274 -3.62230 -1.01313 0.28
La 0.89011 0.84382 -1.25976 1.60
N -1.58204 1.62369 -1.51612 -0.92
S -0.79870 2.62301 -0.23899 0.13
S -2.17412 0.20243 -0.89921 0.63
O -0.66730 -0.71697 -0.73255 -0.85
O -2.86606 -0.44094 -2.08508 -0.53
```

***

Entry 3:
This record from the Open Molecules 2025 dataset describes a cluster of 2 separate species, C2H2N2O2 in total in a non-equilibrium geometry. The level of theory is ωB97M-V/def2-TZVPD.

Energy above the lowest of the compared OMol25 structures with the same formula, charge and spin = 969.4 kJ/mol
Charge = 0
Lowest unoccupied orbital energy (alpha / beta) = -5.224 / -5.225 eV
M = 86.1 g mol⁻¹
Multiplicity = 1
Strongest force on any atom = 0.0975 Eh/bohr
HOMO level (alpha / beta) = -10.9 / -10.9 eV
Energy = -337.05521 hartree

```
8
Properties=species:S:1:pos:R:3:lowdin_charge:R:1
C -1.33170 -0.21296 -1.91362 -0.19
C 0.74697 -0.64359 0.44530 0.33
N -2.22618 -0.00587 -2.57812 -0.06
N 0.39291 0.64535 0.90924 -0.43
O 0.87991 1.65784 0.45267 0.11
O -0.45030 0.58558 1.83017 0.08
H 0.44313 -1.33102 1.11616 0.07
H 1.54526 -0.69532 -0.26180 0.10
```